Record 1
# C26H56BClFN8O7

A cluster of 7 separate species, C26H56BClFN8O7 in total (ωB97M-V/def2-TZVPD, OMol25).

Calculated values
Largest force on an atom ... 6.71 eV/Å
LUMO level ... -0.1346 hartree
Frontier orbital gap ... 6.40 eV
Net charge ... +1
2S+1 ... 1

Geometry as XYZ:
```
100
Properties=species:S:1:pos:R:3:forces:R:3
C -0.10192 -0.42865 -0.88856 -1.27 -0.26 -0.14
C 0.98081 0.73090 -0.61213 -0.31 -0.13 -0.56
B 1.25943 1.68528 -1.92050 1.85 -0.24 1.79
O 2.66662 2.09078 -2.08963 -3.07 -1.53 -1.59
C 0.09999 2.16938 -2.94632 -2.84 2.74 -4.48
C 0.08591 3.20413 -4.08792 0.29 -1.69 1.86
N -1.24896 3.28732 -4.71287 1.30 -4.05 5.19
F -1.66410 4.04348 -5.73240 0.35 -0.27 0.49
C -2.07074 2.36212 -3.97848 1.36 -0.58 0.79
C -3.61329 1.96754 -4.07379 0.24 1.46 0.45
Cl -3.69472 0.16567 -4.38743 0.05 1.27 0.17
C -4.49143 2.87163 -5.06798 -1.20 -0.43 -0.33
C -4.67465 2.27032 -6.54808 -0.29 0.50 -0.07
N -1.28474 1.70667 -2.98238 -0.44 3.22 -3.18
H 0.16278 -1.43916 -0.40680 -0.11 1.80 -0.79
H -1.14546 -0.15618 -0.45931 1.63 -0.30 -0.64
H -0.29701 -0.62404 -2.01618 0.56 0.17 1.69
H 0.59818 1.33468 0.29088 0.80 -0.77 -1.24
H 1.98258 0.21844 -0.34641 -1.77 1.15 -0.30
H 2.90017 1.69821 -2.96987 0.24 0.89 0.79
H 1.01041 3.82518 -4.38221 -2.06 -0.99 0.22
H -4.05127 2.12872 -3.01465 0.97 -0.41 -1.65
H -5.55404 2.91259 -4.60874 1.79 -0.15 -0.60
H -4.15127 3.97738 -5.10727 -0.21 -1.95 0.17
H -5.10721 1.19903 -6.55774 0.99 1.75 0.23
H -3.68066 2.32393 -7.13702 -1.75 -0.18 0.84
H -5.48848 2.91764 -7.05686 1.58 -0.94 0.65
H -1.81104 1.02559 -2.41182 0.83 0.15 0.04
C 3.30579 -2.09946 0.84693 0.38 -0.93 -0.07
O 2.30160 -1.51875 0.45826 0.24 -0.57 0.10
N 3.62072 -3.39307 0.57252 -0.14 1.15 0.30
C 4.83362 -4.01265 1.07133 -0.01 -0.25 0.05
C 2.71639 -4.17833 -0.24382 -0.17 0.20 -0.05
H 4.05808 -1.59505 1.47324 0.02 -0.07 -0.01
H 5.43528 -4.34768 0.22251 0.10 -0.02 0.14
H 4.56395 -4.87101 1.69074 0.17 0.03 -0.08
H 5.41665 -3.30888 1.66786 -0.13 0.04 -0.12
H 2.60426 -3.69673 -1.21895 -0.11 -0.12 0.02
H 1.73777 -4.21769 0.24158 0.00 -0.10 -0.15
H 3.10094 -5.19003 -0.37621 0.04 0.16 0.13
C 3.34764 5.58098 1.98064 0.01 -0.02 -0.49
O 4.16774 6.29249 2.52933 -0.11 -0.30 -0.24
N 3.24825 5.39284 0.63381 -0.21 -0.09 0.83
C 2.24403 4.52926 0.05030 0.32 0.11 -0.03
C 4.17896 6.08083 -0.24222 0.17 0.27 0.25
H 2.59580 5.01527 2.55449 -0.06 -0.06 -0.07
H 2.74035 3.73580 -0.51326 -0.19 0.04 0.03
H 1.61655 5.11984 -0.62394 -0.12 -0.13 -0.04
H 1.61666 4.07997 0.82266 0.09 0.10 0.02
H 5.19884 5.78415 0.01524 -0.02 0.10 -0.13
H 4.08065 7.15963 -0.09458 0.16 -0.02 -0.14
H 3.97743 5.83351 -1.28545 -0.06 -0.05 0.15
C 2.12957 -6.94886 1.96167 -0.33 -0.53 -0.23
O 3.33013 -6.73998 2.01816 -0.10 -0.17 -0.16
N 1.54564 -8.01897 1.35437 0.24 0.74 0.37
C 0.10705 -8.19839 1.32900 0.33 0.02 -0.04
C 2.38907 -9.00902 0.71353 0.28 0.18 0.12
H 1.40096 -6.25891 2.41638 -0.09 -0.06 -0.02
H -0.14125 -9.14280 1.81998 -0.18 0.08 -0.03
H -0.22905 -8.22685 0.28907 -0.18 -0.03 0.09
H -0.39912 -7.38358 1.84579 0.11 -0.15 -0.07
H 3.06880 -9.43515 1.45562 0.04 -0.06 -0.19
H 2.98218 -8.52435 -0.06618 0.06 -0.19 0.02
H 1.78284 -9.80178 0.27365 -0.02 0.16 0.09
C -4.50947 1.33798 -0.33668 -0.80 -0.02 0.39
O -4.06493 0.24668 -0.65398 0.06 0.21 -0.18
N -5.74263 1.55990 0.19473 1.01 0.14 -0.45
C -6.20082 2.88920 0.54739 -0.13 -0.18 0.05
C -6.62622 0.43045 0.41510 0.17 -0.29 -0.08
H -3.92002 2.26190 -0.46229 -0.05 0.15 0.08
H -6.43114 2.91440 1.61517 -0.04 0.19 -0.08
H -7.10213 3.11886 -0.02627 0.02 0.15 0.12
H -5.43717 3.63755 0.32869 -0.03 -0.13 0.01
H -6.14277 -0.27508 1.09502 -0.16 -0.04 -0.08
H -6.80987 -0.07204 -0.53769 -0.07 -0.08 0.15
H -7.57266 0.76227 0.84320 0.17 0.07 -0.06
C 4.10219 10.64506 0.91030 0.19 -0.12 0.64
O 4.14495 9.76737 0.06466 0.01 -0.04 0.20
N 4.47205 10.50095 2.21378 -0.28 0.46 -0.85
C 4.39135 11.59365 3.16097 0.08 -0.25 -0.04
C 4.96173 9.21215 2.66650 -0.13 -0.08 -0.29
H 3.74605 11.66013 0.67148 0.01 0.05 0.07
H 5.38950 11.79441 3.55860 -0.12 0.13 0.11
H 3.72333 11.30826 3.97766 0.06 0.18 0.07
H 4.00789 12.49744 2.68443 0.03 -0.12 -0.02
H 5.84606 8.94137 2.08427 -0.06 -0.15 0.12
H 4.19091 8.45926 2.50092 0.28 -0.01 0.10
H 5.21736 9.24877 3.72625 -0.06 0.10 -0.13
C -3.11227 -8.80449 2.10608 -0.20 -0.34 0.43
O -2.57853 -7.74571 2.38665 -0.23 -0.21 0.16
N -3.46177 -9.77104 3.00133 0.17 0.47 -0.78
C -4.09498 -11.00778 2.58981 0.06 0.08 0.23
C -3.19139 -9.55509 4.40956 0.12 0.29 -0.04
H -3.36113 -9.06820 1.06556 -0.05 -0.09 0.01
H -5.06810 -11.08977 3.08048 0.01 -0.17 -0.11
H -3.46318 -11.84794 2.88871 -0.16 -0.09 -0.09
H -4.23665 -11.03392 1.50822 0.05 0.08 0.11
H -3.71390 -8.65422 4.74058 0.11 -0.08 0.13
H -2.11765 -9.40804 4.54995 -0.10 0.02 0.16
H -3.52467 -10.40984 4.99926 0.01 0.06 -0.17
```
Positions in Å, forces in eV/Å.

Record 2
# C4H9ClO4SSi

A structure of composition C4H9ClO4SSi (ωB97M-V/def2-TZVPD, OMol25).

Calculated values
Largest force on an atom ... 4.53 eV/Å
LUMO level ... 0.0182 hartree
Frontier orbital gap ... 11.17 eV
2S+1 ... 1
Energy above the lowest of the compared OMol25 structures with the same formula, charge and spin ... 72.0 kJ/mol

Geometry as XYZ:
```
20
Properties=species:S:1:pos:R:3:forces:R:3
O -0.28371 -2.91630 0.50191 -2.91 3.07 -0.91
O -2.58992 -1.88311 -0.20874 3.87 0.63 0.80
Cl 1.43898 0.55405 -2.74551 0.02 -0.40 -0.40
O -0.90370 -0.71015 1.33356 -0.04 -1.25 -1.47
O -0.39013 -1.09173 -1.09259 0.43 0.14 0.51
C -1.68699 0.45937 1.17120 -1.50 1.06 0.13
C -1.29016 1.28698 -0.02084 2.10 0.42 0.54
C 2.65907 -0.71164 -0.21490 -0.57 -0.45 0.44
C 0.26487 1.44042 -0.08219 0.16 -1.45 -0.35
Si 1.01408 -0.09277 -0.82724 -0.36 1.12 -1.45
S -1.14564 -1.75058 0.10976 0.45 -4.41 0.96
H -2.77587 0.15442 1.08665 1.21 0.57 0.55
H -1.41644 1.07941 2.02839 -0.59 -0.38 0.31
H -1.71975 2.25473 0.08477 -0.61 0.74 0.07
H -1.59640 0.85053 -0.93203 -0.69 -0.24 -1.01
H 2.95954 -1.42072 -1.01510 0.14 0.12 0.86
H 3.40966 0.10245 -0.14122 -0.64 -0.31 -0.25
H 2.54270 -1.15983 0.79885 0.30 -0.10 -0.85
H 0.68245 2.26620 -0.66317 -0.37 0.07 0.32
H 0.82734 1.28827 0.82845 -0.41 1.05 1.20
```
Positions in Å, forces in eV/Å.

| no. | calculated total energy (eV) |
| --- | --- |
| 1 | -70029.8494 |
| 2 | -43721.1628 |